No. 1
{
  "formula": "C6H12O",
  "method": "ωB97M-V with the def2-TZVPD basis set",
  "homo_energy_ha": -0.357,
  "multiplicity": 1,
  "gap_ev": 10.68,
  "smiles": "CCC[C@@H](C)C=O",
  "e_lumo_ev": 0.958,
  "elements": ["H", "H", "H", "H", "H", "H", "H", "H", "H", "H", "H", "C", "C", "C", "C", "C", "O", "C", "H"],
  "positions_angstrom": [[-1.872, -2.335, -0.159], [0.811, 1.740, -1.958], [0.699, -0.012, -1.794], [-2.081, -0.908, 0.854], [0.502, -0.009, 1.968], [-1.629, -0.729, -0.844], [1.854, -0.532, 0.985], [0.093, -2.240, 1.208], [-0.992, 1.786, 1.316], [1.338, 1.798, 0.594], [2.222, 0.807, -1.416], [-0.707, 1.588, 0.256], [0.013, -1.475, 0.425], [1.131, 0.889, -1.350], [0.796, -0.246, 0.935], [-1.470, -1.337, 0.052], [-1.492, 1.784, -0.640], [0.695, 1.049, 0.101], [0.536, -1.888, -0.446]],
  "nbo_charge": [0.214, 0.228, 0.212, 0.203, 0.202, 0.220, 0.215, 0.206, 0.103, 0.224, 0.211, 0.457, -0.404, -0.614, -0.385, -0.624, -0.531, -0.336, 0.198]
}



No. 2
{
  "formula": "C6H12O",
  "method": "ωB97M-V with the def2-TZVPD basis set",
  "homo_energy_ha": -0.350,
  "multiplicity": 1,
  "gap_ev": 10.51,
  "smiles": "C=CCO.C=CC",
  "e_lumo_ev": 0.981,
  "elements": ["H", "H", "H", "H", "C", "C", "H", "C", "C", "H", "H", "C", "H", "H", "H", "O", "H", "C", "H"],
  "positions_angstrom": [[1.140, -1.533, 2.062], [-0.181, -1.939, 3.143], [-0.977, -3.556, 0.168], [-0.847, 0.761, -1.420], [0.687, 3.566, -1.154], [0.236, 2.437, -0.632], [-0.046, 2.402, 0.414], [-0.765, -1.695, 1.092], [0.177, 1.160, -1.400], [-2.062, -2.183, -0.480], [0.452, -3.170, 2.042], [0.217, -2.111, 2.139], [0.749, 4.486, -0.590], [1.021, 3.594, -2.184], [0.471, 1.316, -2.440], [1.038, 0.222, -0.757], [-1.074, -0.656, 1.073], [-1.319, -2.530, 0.224], [1.085, -0.571, -1.301]],
  "nbo_charge": [0.224, 0.217, 0.187, 0.165, -0.374, -0.193, 0.201, -0.146, -0.100, 0.196, 0.207, -0.651, 0.200, 0.188, 0.164, -0.721, 0.193, -0.430, 0.472]
}



No. 3
{
  "formula": "C6H12O",
  "method": "ωB97M-V with the def2-TZVPD basis set",
  "homo_energy_ha": -0.336,
  "multiplicity": 1,
  "gap_ev": 10.14,
  "smiles": "CC[C@H]1[C@H]2C[C@@H]12.O",
  "e_lumo_ev": 0.996,
  "elements": ["H", "C", "O", "C", "C", "H", "H", "C", "H", "C", "H", "H", "H", "H", "H", "C", "H", "H", "H"],
  "positions_angstrom": [[0.819, 0.725, -1.184], [1.593, -1.873, 0.407], [1.130, 1.463, -1.743], [-0.482, -0.354, -0.308], [-1.134, 1.601, 0.756], [-0.584, -1.031, -1.167], [0.617, -0.379, 1.623], [-0.958, 1.269, -0.662], [0.709, 1.271, -2.588], [0.349, -1.072, 0.818], [1.360, -2.672, -0.310], [-0.251, 1.586, 1.391], [-1.231, 1.936, -1.499], [-0.356, -1.785, 1.292], [2.349, -1.225, -0.044], [-1.706, 0.343, 0.130], [-2.727, 0.040, 0.039], [2.055, -2.362, 1.278], [-1.858, 2.375, 1.001]],
  "nbo_charge": [0.486, -0.613, -0.946, -0.261, -0.412, 0.210, 0.208, -0.154, 0.454, -0.408, 0.201, 0.203, 0.246, 0.208, 0.210, -0.280, 0.218, 0.214, 0.215]
}



No. 4
{
  "formula": "C6H12O",
  "method": "ωB97M-V with the def2-TZVPD basis set",
  "homo_energy_ha": -0.340,
  "multiplicity": 1,
  "gap_ev": 10.34,
  "smiles": "CO[C@H]1CC[C@H]1C",
  "e_lumo_ev": 1.086,
  "elements": ["H", "H", "H", "O", "C", "H", "H", "C", "H", "H", "C", "C", "C", "H", "H", "H", "H", "C", "H"],
  "positions_angstrom": [[-1.363, 0.757, -1.944], [0.655, -1.472, -1.798], [0.930, 2.527, 1.671], [-0.267, 1.021, 1.161], [-0.539, 0.359, -1.333], [1.835, -0.944, 0.411], [0.923, 2.216, -0.075], [-0.296, -1.181, -1.346], [1.276, -2.515, 0.998], [-1.949, 0.219, 0.296], [-0.857, 0.218, 0.174], [0.293, 2.258, 0.824], [-0.328, -1.248, 0.202], [0.957, -1.051, 1.939], [-1.109, -1.740, -1.814], [0.356, 0.936, -1.588], [-0.465, 3.042, 0.685], [1.008, -1.452, 0.921], [-1.061, -1.951, 0.619]],
  "nbo_charge": [0.210, 0.206, 0.191, -0.540, -0.445, 0.199, 0.164, -0.398, 0.209, 0.166, 0.119, -0.240, -0.232, 0.224, 0.208, 0.208, 0.163, -0.611, 0.198]
}



No. 5
{
  "formula": "C6H12O",
  "method": "ωB97M-V with the def2-TZVPD basis set",
  "homo_energy_ha": -0.350,
  "multiplicity": 1,
  "gap_ev": 10.50,
  "smiles": "C=CCCC.C=O",
  "e_lumo_ev": 0.964,
  "elements": ["C", "C", "H", "H", "H", "H", "C", "C", "H", "H", "H", "O", "H", "H", "C", "H", "H", "H", "C"],
  "positions_angstrom": [[-1.034, 0.455, -0.742], [-2.236, 0.289, -0.190], [-0.177, 2.181, -0.270], [1.538, 0.900, -1.601], [-0.011, 1.031, 1.055], [3.273, -0.369, -0.394], [0.088, 1.145, -0.032], [2.254, -0.340, 0.012], [-0.851, 0.176, -1.780], [-2.419, 0.613, 0.832], [2.329, -0.344, 1.103], [-0.297, -1.346, 1.519], [-2.283, -1.731, 1.362], [-1.224, -2.191, -0.091], [1.530, 0.905, -0.503], [1.747, -1.265, -0.276], [-3.070, -0.158, -0.719], [2.111, 1.786, -0.203], [-1.269, -1.738, 0.917]],
  "nbo_charge": [-0.125, -0.443, 0.225, 0.190, 0.229, 0.202, -0.461, -0.602, 0.199, 0.202, 0.213, -0.559, 0.115, 0.114, -0.386, 0.206, 0.205, 0.202, 0.274]
}



No. 6
{
  "formula": "C6H12O",
  "method": "ωB97M-V with the def2-TZVPD basis set",
  "homo_energy_ha": -0.301,
  "multiplicity": 1,
  "gap_ev": 8.74,
  "e_lumo_ev": 0.551,
  "elements": ["H", "H", "C", "C", "H", "C", "H", "H", "C", "H", "H", "H", "H", "H", "O", "C", "C", "H", "H"],
  "positions_angstrom": [[-0.799, -0.903, -1.533], [-1.710, 1.170, -0.916], [0.092, -0.980, 0.444], [0.777, -0.075, 1.284], [0.827, -0.206, -1.472], [0.136, 2.251, -1.049], [-0.942, -2.862, 0.261], [-0.864, -0.189, 0.984], [-0.692, 1.095, -0.510], [-0.286, 3.206, -0.719], [0.839, -0.285, 2.353], [0.154, 2.232, -2.145], [-0.059, -2.668, 1.785], [1.455, 0.701, 0.936], [-0.784, 1.128, 0.899], [-0.027, -2.459, 0.709], [-0.105, -0.332, -0.905], [1.172, 2.199, -0.694], [0.816, -3.025, 0.289]],
  "nbo_charge": [0.215, 0.174, -0.354, -0.059, 0.205, -0.625, 0.214, 0.443, 0.081, 0.220, 0.206, 0.207, 0.212, 0.198, -0.696, -0.594, -0.447, 0.196, 0.206]
}



No. 7
{
  "formula": "C6H12O",
  "method": "ωB97M-V with the def2-TZVPD basis set",
  "homo_energy_ha": [-0.230, -0.220],
  "multiplicity": 1,
  "gap_ev": [7.09, 6.83],
  "e_lumo_ev": [0.831, 0.841],
  "elements": ["C", "H", "H", "H", "H", "H", "H", "H", "C", "O", "H", "C", "C", "C", "H", "C", "H", "H", "H"],
  "positions_angstrom": [[-0.486, -1.304, -1.044], [3.102, 0.206, -0.075], [0.164, -2.167, -1.236], [-0.926, 0.205, 2.145], [-0.764, 2.593, -0.513], [1.904, 1.468, -0.516], [1.343, 0.029, 1.649], [0.835, -1.500, 0.846], [-0.210, -0.755, 0.346], [-0.699, 2.129, 0.332], [-2.286, 1.028, -0.527], [-1.419, 0.001, 1.197], [1.145, -0.287, 0.617], [2.075, 0.372, -0.405], [1.931, -0.111, -1.376], [-1.578, 1.067, 0.293], [-1.522, -1.648, -1.075], [-2.231, -0.720, 1.229], [-0.376, -0.605, -1.887]],
  "nbo_charge": [-0.655, 0.213, 0.215, 0.221, 0.479, 0.222, 0.207, 0.335, -0.142, -0.688, 0.166, -0.456, -0.392, -0.635, 0.206, 0.068, 0.213, 0.228, 0.194]
}



No. 8
{
  "formula": "C6H12O",
  "method": "ωB97M-V with the def2-TZVPD basis set",
  "homo_energy_ha": -0.350,
  "multiplicity": 1,
  "gap_ev": 10.73,
  "smiles": "CCOCC1CC1",
  "e_lumo_ev": 1.206,
  "elements": ["H", "H", "C", "H", "H", "C", "C", "H", "H", "H", "H", "C", "C", "H", "H", "H", "O", "H", "C"],
  "positions_angstrom": [[2.805, 1.002, 1.232], [-3.632, -0.431, 0.676], [1.996, -0.520, -0.113], [-2.050, 1.386, 1.472], [-0.796, -0.407, -1.673], [-1.905, 0.965, 0.481], [2.864, 0.702, 0.182], [-0.176, -1.809, -0.785], [-1.521, 1.673, -0.250], [2.446, 1.514, -0.419], [1.919, -1.186, 0.764], [-1.420, -0.450, 0.372], [-2.839, -0.108, 0.007], [2.423, -1.117, -0.935], [3.913, 0.570, -0.096], [-3.115, -0.112, -1.045], [0.756, 0.045, -0.475], [-1.273, -0.983, 1.310], [-0.396, -0.734, -0.702]],
  "nbo_charge": [0.207, 0.215, -0.054, 0.214, 0.176, -0.412, -0.626, 0.177, 0.217, 0.227, 0.161, -0.255, -0.418, 0.158, 0.206, 0.211, -0.558, 0.210, -0.057]
}



What is the multiplicity in the sixth record?
1



multiplicity of number 2 (C6H12O)?
1